Entry 1:
A structure of composition C12H12FeN5O4S2, computed with ωB97M-V/def2-TZVPD.

```
36
Properties=species:S:1:pos:R:3:forces:R:3
Fe -0.56551 0.41783 0.06415 -0.21 0.27 0.31
N -2.93185 2.32664 3.02383 0.03 0.13 0.04
C -1.88281 1.93384 2.23251 -0.12 -0.67 0.23
S -1.39220 0.26417 2.29401 0.02 0.30 0.01
N -1.26170 2.84812 1.54535 0.06 0.44 -0.03
N -0.31597 2.26636 0.78076 -0.05 -0.37 -0.73
C 0.83446 2.80979 0.62113 -0.23 0.45 0.36
C 1.81379 1.96010 0.00764 0.34 -0.45 -0.36
C 3.08334 2.37569 -0.39703 -0.11 0.18 0.07
C 3.93601 1.47239 -0.98838 0.11 -0.06 -0.06
C 3.50524 0.16530 -1.18715 -0.02 0.02 0.00
C 2.23958 -0.18023 -0.75893 0.02 0.01 0.05
N 1.42223 0.67379 -0.13985 -0.14 -0.21 0.07
H -3.54575 1.57504 3.28704 -0.02 0.01 -0.04
H -3.38568 3.17392 2.71888 0.00 0.00 0.00
H 1.08106 3.78438 1.03281 -0.03 -0.03 0.02
H 3.36784 3.41106 -0.26029 0.00 -0.01 0.00
H 4.92125 1.78093 -1.31509 -0.01 0.01 0.01
H 4.13189 -0.56985 -1.67193 0.00 0.00 0.00
H 1.84692 -1.17652 -0.91236 0.01 0.00 0.00
O -2.38118 2.06954 -2.56683 0.01 0.06 0.05
S -2.11435 0.75862 -2.01820 -0.30 0.18 0.03
O -2.75248 -0.31938 -2.77055 0.06 -0.02 -0.03
O -0.60975 0.49947 -1.91636 0.20 0.17 0.00
O -2.49001 0.66287 -0.54350 0.24 -0.12 -0.03
C -0.58549 -4.37033 0.02590 0.00 0.07 -0.01
C -1.32338 -3.69482 -0.92831 0.00 -0.08 0.00
C -1.31000 -2.30632 -0.95500 0.01 0.09 -0.02
N -0.60219 -1.59288 -0.07433 0.14 -0.24 0.06
C 0.10725 -2.24819 0.85308 -0.01 -0.06 0.00
C 0.14924 -3.62582 0.93838 0.01 -0.06 0.01
H -0.58240 -5.45262 0.06391 0.00 0.00 0.00
H -1.91680 -4.22807 -1.65856 0.00 0.02 -0.01
H -1.87711 -1.74218 -1.69081 0.00 -0.02 0.00
H 0.64705 -1.62223 1.55352 0.01 -0.01 0.00
H 0.73946 -4.10040 1.71058 0.00 0.02 0.00
```
Forces are in eV/Å.

## Properties
**Energy**: -84340.1612 eV
**Net charge**: -1
**LUMO**: 2.65 eV
**HOMO**: -4.44 eV
**M**: 410.2 Da

Entry 2:
A structure of composition C12H12IrN3O6P2S4 at a distorted geometry, computed with ωB97M-V/def2-TZVPD.

```
40
Properties=species:S:1:pos:R:3:forces:R:3
Ir 0.52268 -0.10547 0.37682 1.13 1.89 3.31
S -0.41609 1.11875 2.43487 0.50 -2.06 -1.71
C -0.17249 2.78889 2.09685 0.43 1.22 -0.79
C -0.63231 3.72255 3.04011 0.17 -0.57 -0.19
C -0.52687 5.07330 2.82183 0.07 0.40 -0.26
C 0.02294 5.54276 1.62611 -0.19 0.13 0.47
C 0.51455 4.65480 0.70372 0.11 -0.53 -0.09
C 0.46349 3.26973 0.92737 -0.77 0.23 1.12
S 1.23954 2.25412 -0.22166 0.07 -2.83 0.02
H -1.06954 3.34162 3.94962 -0.11 0.00 0.18
H -0.87028 5.77144 3.57218 -0.08 0.03 0.02
H 0.06831 6.60416 1.43406 0.04 0.11 -0.02
H 0.96208 5.00360 -0.21524 0.06 0.09 -0.10
N -3.43933 -1.31936 -1.17058 -0.47 0.24 0.65
C -2.18839 -1.75223 -1.83659 0.99 0.29 0.23
C -2.47712 -2.49651 -3.10965 0.00 -0.16 -0.16
P -1.23003 -0.18665 -2.06159 -0.25 -0.30 -1.19
O 0.28566 -0.80298 -2.05433 -0.50 -0.13 -0.02
O -1.53317 0.46996 -3.34555 -0.02 -0.13 -0.09
O -1.47301 0.53216 -0.75754 1.10 -0.14 0.81
P -1.50810 -2.84557 -0.46531 0.02 -0.56 -0.28
O -0.64145 -3.96602 -1.22694 -0.60 0.18 0.06
O -2.78047 -3.42730 0.06857 0.05 -0.03 -0.08
O -0.61809 -2.09319 0.46987 0.94 1.03 0.27
H -4.19213 -1.08219 -1.81542 0.09 -0.06 0.10
H -3.15320 -0.48611 -0.61837 -0.39 -0.13 0.04
H -3.61663 -2.16041 -0.50919 -0.34 0.33 -0.26
H -2.94503 -1.83169 -3.83644 -0.04 0.02 -0.04
H -3.11528 -3.35721 -2.90987 -0.03 -0.10 -0.07
H -1.54289 -2.85491 -3.53540 -0.01 -0.04 -0.04
H 0.80147 -0.46349 -2.79060 0.20 0.20 -0.19
H 0.27973 -3.70953 -1.18135 0.58 0.03 0.01
S 2.18338 -1.04441 2.30217 -1.69 1.13 -1.88
C 3.34672 -1.37298 1.09375 0.69 -0.45 -0.19
S 2.85648 -0.90309 -0.48305 -1.30 0.42 0.36
C 4.57173 -1.98686 1.32383 -1.13 0.59 -0.18
C 5.45061 -2.26425 0.26903 0.37 -0.09 -0.58
N 6.18589 -2.51137 -0.58074 0.17 -0.04 -0.26
C 4.99474 -2.38904 2.59567 0.14 -0.15 0.73
N 5.39190 -2.73502 3.61899 0.00 -0.06 0.28
```
Forces are in eV/Å.

## Properties
**Spin multiplicity**: 2
**Energy**: -94158.6358 eV
**Net charge**: -1
**LUMO (spin up / spin down)**: 0.67 / 0.62 eV
**HOMO (spin up / spin down)**: -4.91 / -4.90 eV
**M**: 676.7 Da

Entry 3:
The molecule C12H12N2O at a distorted geometry, computed with ωB97M-V/def2-TZVPD.

```
27
Properties=species:S:1:pos:R:3:forces:R:3
O 4.26205 0.67897 0.42062 1.02 3.38 -0.13
C 3.21372 -0.13987 0.59666 -1.14 -1.77 0.74
C 3.42830 -1.44586 -0.12515 -1.65 -0.04 1.04
C 2.30374 -0.47952 -0.54555 2.31 1.45 -1.59
N 0.99455 -0.77980 -0.22440 -2.38 -4.22 -0.01
C -0.04653 0.11892 -0.10246 -0.75 0.13 0.03
C 0.19025 1.46632 -0.21028 -0.04 0.82 0.04
C -0.80237 2.46795 -0.15056 0.21 -0.09 0.86
C -2.09886 2.07923 0.06497 -0.23 2.15 -1.46
C -2.41217 0.73698 0.08001 -1.13 -1.10 0.96
C -3.79898 0.35094 0.17694 -0.94 -0.80 0.08
N -4.20102 -0.90060 0.17018 0.63 0.63 -0.02
C -3.24140 -1.88154 0.07630 -0.46 0.96 0.54
C -1.90563 -1.66004 0.07093 1.34 0.39 -0.50
C -1.43274 -0.27458 0.10202 0.54 -1.43 -1.07
H 3.96857 1.63629 0.45001 0.49 -1.62 -0.02
H 2.73447 -0.17961 1.59453 0.32 0.10 -0.53
H 3.03324 -2.32700 0.37520 0.26 0.01 -0.02
H 4.38808 -1.57712 -0.60437 -0.33 0.26 -0.51
H 2.48362 0.10085 -1.49350 -0.14 -0.52 0.87
H 0.72502 -1.81262 -0.39867 0.44 2.64 0.43
H 1.18118 1.81540 -0.37617 0.77 0.02 -0.11
H -0.48315 3.52831 -0.16116 -0.39 -0.79 -0.26
H -2.93430 2.79004 -0.09403 0.62 -0.35 0.64
H -4.66584 1.07524 0.28349 1.52 -0.46 -0.25
H -3.67327 -2.84685 0.11265 -0.04 -1.02 -0.24
H -1.21053 -2.54042 -0.08817 -0.85 1.26 0.49
```
Forces are in eV/Å.

## Properties
**SMILES**: O[C@@H]1C[C@H]1Nc1cccc2cnccc12
**Energy**: -17664.6198 eV
**Net charge**: 0
**LUMO**: 0.51 eV
**HOMO**: -7.82 eV
**M**: 200.2 Da

Entry 4:
The molecule C12H12N4O4S at a distorted geometry, computed with ωB97M-V/def2-TZVPD.

```
33
Properties=species:S:1:pos:R:3:forces:R:3
C 2.56456 -0.43731 -3.25551 -5.83 5.92 -9.56
C 3.02530 -0.85771 -2.11343 -1.09 -12.01 5.12
C 1.99307 -1.32765 -1.12539 -0.52 0.46 2.34
N 2.16572 -1.30093 0.22100 -5.33 -0.65 -5.03
N 0.77258 -1.52017 0.66834 2.07 -0.11 2.78
C -0.17291 -1.83368 -0.12343 0.63 0.12 1.10
N -1.40645 -2.16696 0.46757 0.01 -3.48 2.00
C -2.66597 -1.80899 0.10971 9.41 8.12 -3.93
O -3.67094 -2.12143 0.44224 -9.41 -4.46 3.32
C -2.50241 -0.14041 -0.69247 -1.60 -13.74 -6.26
O -1.44187 0.35491 -0.42157 8.50 5.60 0.73
C -1.21141 1.04734 0.68074 1.78 -1.69 4.57
C -1.91765 0.78898 1.90239 1.43 3.96 0.70
C -1.64458 1.53008 3.17330 -5.64 -6.02 -2.96
C -0.46133 2.10671 3.30708 -3.97 -8.13 -9.05
C 0.16050 2.22846 2.21282 11.67 1.87 -4.23
C 0.07912 1.57454 1.02284 -3.24 1.59 -3.16
N 0.99023 1.88552 -0.16925 1.19 -3.25 3.82
O 2.05986 2.35419 0.16786 -0.05 1.09 -1.31
O 0.78617 1.16425 -1.12621 0.10 1.55 -0.97
S 0.19554 -1.87630 -1.76840 3.09 0.70 -0.26
H 1.91363 0.55744 -3.00863 1.50 -1.91 -0.93
H 1.73645 -1.07415 -3.85291 2.30 1.03 1.36
H 3.38991 -0.09718 -3.93483 -0.98 -0.45 0.18
H 3.70487 -0.38414 -1.63062 4.48 3.39 2.99
H 3.46906 -2.07108 -2.26648 -0.28 3.04 0.22
H -1.39600 -2.95659 1.21257 0.40 1.80 -1.67
H -2.61795 -0.72929 -1.75728 0.73 2.45 1.73
H -3.33826 0.15823 -0.46992 -8.68 4.09 2.61
H -2.86856 0.45866 1.79220 -2.78 -1.59 -0.08
H -2.50913 1.32028 3.93836 2.17 0.89 -1.12
H -0.53172 2.54762 4.01347 1.28 10.21 15.83
H 1.35063 2.62675 2.38384 -3.36 -0.38 -0.93
```
Forces are in eV/Å.

## Properties
**SMILES**: CCc1nnc(NC(=O)COc2ccccc2[N+](=O)[O-])s1
**Energy**: -37607.9424 eV
**Net charge**: 0
**LUMO**: -0.75 eV
**HOMO**: -8.22 eV
**M**: 308.3 Da

Entry 5:
A structure of composition C12H13Cl2F6N3NiO6PS2, computed with ωB97M-V/def2-TZVPD.

```
46
Properties=species:S:1:pos:R:3:forces:R:3
Ni 0.21566 -0.36921 1.11868 -0.09 0.14 0.24
C 1.47638 1.28009 4.23097 -0.04 -0.04 -0.01
S 0.14143 0.31835 3.59299 0.13 0.11 0.12
O 0.76979 -0.87124 2.89833 0.08 -0.13 -0.22
O -0.73183 0.01107 4.67064 -0.01 -0.04 -0.04
O -0.44989 1.04243 2.42925 0.01 -0.01 0.02
H 1.80173 0.80479 5.15338 0.00 -0.02 -0.01
H 1.09363 2.27810 4.43770 -0.01 -0.02 0.02
H 2.28284 1.31011 3.50394 -0.03 0.01 0.00
O -2.69060 0.62741 0.54255 -0.05 -0.12 0.03
C -1.94603 0.65226 -0.40809 0.04 0.05 0.03
N -0.59210 0.36214 -0.38609 -0.04 0.02 -0.28
S 0.17817 0.68503 -1.84655 0.05 -0.09 -0.07
O 0.88847 -0.46120 -2.31841 -0.04 0.03 0.03
O 0.88636 1.93214 -1.77330 0.02 0.02 0.06
C -1.33398 0.94286 -2.70600 0.08 -0.01 0.05
C -1.50966 1.14446 -4.05966 0.00 0.02 0.00
C -2.80849 1.37561 -4.49343 -0.01 0.00 0.01
C -3.87152 1.40734 -3.59260 0.00 0.01 -0.02
C -3.66637 1.20270 -2.23567 -0.01 -0.01 0.04
C -2.37328 0.96689 -1.80510 -0.05 -0.02 -0.03
H -0.67681 1.11558 -4.74879 0.00 0.00 0.00
H -2.99910 1.53091 -5.54695 0.00 0.00 0.00
H -4.87224 1.58810 -3.96193 0.00 0.00 0.00
H -4.48165 1.21426 -1.52493 0.00 0.00 0.00
N 3.74407 1.17472 -0.12403 0.03 -0.02 -0.01
C 3.25898 2.30628 0.49278 -0.02 0.00 -0.03
C 2.06037 1.95694 1.01394 -0.02 0.02 -0.05
N 1.83899 0.62479 0.73088 -0.06 -0.07 -0.05
C 2.86573 0.18022 0.02822 -0.05 0.07 -0.01
H 4.60348 1.09370 -0.63972 0.01 0.01 0.01
H 3.78505 3.24290 0.48206 0.00 -0.01 0.00
H 1.32955 2.55334 1.52832 0.00 0.00 -0.02
H 2.98198 -0.81341 -0.37143 0.00 0.07 -0.04
F 0.77102 -1.97185 0.04571 0.13 0.04 0.22
P 1.89015 -3.31923 0.29736 -0.02 -0.07 -0.12
F 2.91860 -4.49987 0.50816 0.00 0.00 0.01
F 0.98656 -3.75355 1.53516 -0.04 0.03 0.03
F 0.96803 -4.14032 -0.70048 0.00 -0.01 0.02
F 2.71375 -2.31728 1.26427 0.00 -0.07 0.07
F 2.71870 -2.72563 -0.95716 -0.02 0.00 0.06
Cl -2.46641 -2.61888 -0.88672 0.02 0.04 -0.01
C -2.98690 -2.33758 0.76724 0.03 0.01 -0.02
Cl -1.61771 -2.01818 1.86757 -0.01 0.03 -0.06
H -3.46033 -3.23554 1.14528 0.00 -0.01 0.02
H -3.63456 -1.47255 0.80164 0.00 0.05 0.00
```
Forces are in eV/Å.

## Properties
**Spin multiplicity**: 2
**Energy**: -142767.9912 eV
**Net charge**: 0
**LUMO (spin up / spin down)**: -3.64 / -2.30 eV
**HOMO (spin up / spin down)**: -10.17 / -10.18 eV
**M**: 633.9 Da

Entry 6:
The molecule C12H13ClFN at a distorted geometry, computed with ωB97M-V/def2-TZVPD.

```
28
Properties=species:S:1:pos:R:3:forces:R:3
F -0.34240 -2.03070 -4.21841 0.53 -2.75 -2.78
C -0.58215 -1.53198 -3.08320 -2.04 3.41 4.12
C -0.62086 -0.11137 -3.09501 0.76 -1.45 -1.97
C -0.57686 0.60526 -1.96721 -1.43 -0.12 2.73
C -0.92089 0.01263 -0.69029 0.29 -1.29 -1.61
C -0.90893 0.92779 0.52715 1.52 0.73 0.17
C -0.92524 0.09837 1.80971 1.29 -0.34 0.60
C 0.27143 -0.88681 2.04225 -0.72 0.15 -0.68
C 1.55176 -0.56704 1.95296 0.09 1.49 0.19
C 2.09630 0.86334 1.75951 0.32 -2.06 -1.08
N 1.68593 1.38092 0.39669 -0.42 1.85 3.18
C 0.30074 1.99031 0.50909 0.62 -2.43 1.07
C -1.22230 -1.41701 -0.69473 1.16 2.28 -1.10
C -0.98044 -2.17080 -1.88306 0.70 0.64 -0.57
Cl -1.00507 -3.91178 -1.85847 -0.19 0.20 0.09
H -0.60104 0.38647 -4.08625 0.36 -0.45 0.71
H -0.45277 1.66729 -2.06951 0.00 0.31 0.27
H -1.77811 1.59030 0.51015 -0.32 -0.26 0.05
H -1.77968 -0.50431 1.67083 -1.20 -0.80 0.44
H -1.09660 0.71293 2.71214 0.13 -0.11 -0.40
H 0.07845 -1.96788 2.16224 -0.35 0.71 0.02
H 2.29676 -1.31317 2.03968 0.54 -0.91 0.16
H 1.61703 1.42664 2.54464 0.15 0.76 0.02
H 3.22181 0.78838 1.96835 -1.50 0.64 -0.72
H 1.77767 0.67896 -0.30311 -0.29 -0.58 -0.42
H 0.21037 2.59392 1.46939 0.36 -0.70 -1.28
H 0.23905 2.62393 -0.32356 -0.53 1.09 -1.03
H -1.55398 -1.93459 0.19807 0.18 0.00 -0.17
```
Forces are in eV/Å.

## Properties
**SMILES**: Fc1ccc([C@H]2CC=CCNC2)cc1Cl
**Energy**: -29382.7462 eV
**Net charge**: 0
**LUMO**: 0.74 eV
**HOMO**: -8.44 eV
**M**: 225.7 Da